Below is a molecular structure, C24H25Cl2CoN4O5P, with properties calculated with ωB97M-V/def2-TZVPD.

The calculation puts the highest occupied orbital energy (alpha / beta) at -0.262 / -0.269 hartree. Its multiplicity is 2. The value obtained for the HOMO-LUMO gap (alpha / beta) is 6.90 / 7.00 eV. The value obtained for the total energy is -113457.06632 eV. Its net charge is 0. The expectation value of S² is 0.76.

Last column: Löwdin charge in e.
Cartesian coordinates (Å):
Co (-0.222, 0.550, 0.167)  0.42
Cl (-1.206, 6.267, -3.286)  0.66
C (-1.039, 4.589, -2.882)  -0.68
C (-0.913, 4.241, -1.541)  -0.03
C (-0.768, 2.910, -1.190)  -0.18
N (-0.612, 2.398, 0.107)  0.03
C (-0.742, 3.090, 1.241)  -0.45
O (-1.011, 4.273, 1.415)  0.05
C (-0.482, 2.186, 2.425)  -0.15
C (-0.486, 2.696, 3.710)  0.02
C (-0.180, 1.856, 4.766)  -0.04
C (0.140, 0.533, 4.492)  -0.05
C (0.120, 0.104, 3.178)  -0.11
N (-0.206, 0.899, 2.160)  0.04
C (-0.753, 1.919, -2.189)  -0.20
C (-0.891, 2.271, -3.521)  -0.04
C (-1.030, 3.612, -3.865)  -0.69
Cl (-1.184, 4.020, -5.543)  0.66
N (-0.588, 0.622, -1.682)  0.02
C (-0.606, -0.509, -2.386)  -0.46
O (-0.690, -0.686, -3.598)  0.05
C (-0.512, -1.701, -1.454)  -0.16
C (-0.539, -2.986, -1.962)  0.01
C (-0.517, -4.056, -1.084)  -0.04
C (-0.486, -3.797, 0.278)  -0.05
C (-0.447, -2.482, 0.705)  -0.12
N (-0.440, -1.447, -0.135)  0.05
H (-0.931, 5.003, -0.778)  0.10
H (-0.719, 3.744, 3.833)  0.12
H (-0.179, 2.224, 5.783)  0.11
H (0.409, -0.160, 5.276)  0.11
H (0.398, -0.911, 2.932)  0.09
H (-0.887, 1.511, -4.286)  0.10
H (-0.589, -3.100, -3.036)  0.12
H (-0.537, -5.074, -1.451)  0.11
H (-0.493, -4.595, 1.008)  0.11
H (-0.426, -2.252, 1.760)  0.09
C (4.199, -2.531, -0.045)  -0.06
C (2.883, -1.791, -0.048)  -0.30
O (3.117, -0.454, -0.509)  -0.27
P (2.123, 0.730, 0.012)  0.82
O (2.738, 1.173, 1.422)  -0.27
C (4.122, 1.556, 1.570)  -0.26
C (4.663, 0.907, 2.822)  -0.07
O (2.676, 1.905, -0.921)  -0.25
C (2.532, 1.833, -2.360)  -0.26
C (3.886, 1.640, -2.999)  -0.06
H (4.048, -3.564, 0.271)  0.08
H (4.907, -2.057, 0.636)  0.07
H (4.633, -2.534, -1.045)  0.08
H (2.452, -1.772, 0.960)  0.10
H (2.163, -2.276, -0.713)  0.10
H (4.153, 2.643, 1.636)  0.12
H (4.686, 1.249, 0.688)  0.11
H (4.069, 1.196, 3.689)  0.08
H (5.696, 1.218, 2.989)  0.08
H (4.639, -0.180, 2.733)  0.07
H (2.072, 2.770, -2.667)  0.12
H (1.851, 1.023, -2.630)  0.10
H (4.557, 2.454, -2.722)  0.08
H (3.781, 1.634, -4.085)  0.08
H (4.328, 0.696, -2.683)  0.07